1.
A single C5H4O3 molecule at a distorted geometry. Source: the OMol25 dataset; level of theory: wB97M-V/def2-TZVPD.

Element x y z (Å)
O 2.08 -2.02 1.46
C 1.84 -0.86 1.37
C 0.79 -0.29 0.40
C -0.13 0.79 0.63
C -0.99 0.65 -0.53
O -2.08 1.39 -0.91
C -0.62 -0.43 -1.20
O 0.40 -1.05 -0.63
H 2.19 -0.08 1.91
H -0.32 1.41 1.52
H -2.22 1.49 -1.93
H -0.94 -1.01 -2.09

- Structure (SMILES): O=Cc1cc(O)co1

Here are the natural (NBO) charges for atoms 1 to 2, given in e:
1 O -0.48
2 C 0.41

---

2.
A single C5H4OS molecule. Source: the OMol25 dataset; level of theory: wB97M-V/def2-TZVPD.

Element x y z (Å)
S 2.83 -0.32 0.13
C 1.24 -0.08 0.08
C 0.50 1.18 0.27
C -0.81 1.00 0.06
C -1.10 -0.45 -0.24
O -0.75 -1.29 0.84
C 0.18 -1.14 -0.22
H 0.99 2.11 0.56
H -1.57 1.76 0.12
H -1.93 -0.74 -0.85
H 0.44 -2.04 -0.75

- Structure (SMILES): S=C1C=C[C@@H]2O[C@H]12

Here are the natural (NBO) charges for atoms 1 to 2, given in e:
1 S 0.10
2 C -0.13

---

3.
A single C5H4OS molecule at a distorted geometry. Source: the OMol25 dataset; level of theory: wB97M-V/def2-TZVPD.

Element x y z (Å)
C -3.27 -2.29 0.00
C -0.37 0.87 0.17
C -3.26 -1.08 0.12
C -1.58 0.89 0.20
C 1.10 0.87 0.15
O -4.04 1.25 -0.79
S -3.42 0.70 0.38
H -3.11 -3.30 0.04
H 1.34 1.95 -0.19
H 1.34 0.58 1.23
H 1.53 0.13 -0.56

Here are the natural (NBO) charges for atoms 1 to 2, given in e:
1 C -0.16
2 C 0.05

---

4.
A single C5H4OS2 molecule at a distorted geometry. Source: the OMol25 dataset; level of theory: wB97M-V/def2-TZVPD.

Element x y z (Å)
O -0.72 2.57 -0.09
C -1.22 1.50 0.09
C -0.41 0.26 0.06
C -1.09 -1.09 0.02
S -2.70 -1.43 -0.07
C 0.90 0.35 -0.10
C 1.84 -0.72 0.09
S 3.45 -0.63 -0.05
H -2.35 1.33 0.17
H -0.39 -1.85 -0.17
H 1.31 1.38 -0.25
H 1.38 -1.69 0.30

- Structure (SMILES): O=C/C(C=S)=C/C=S

Here are the natural (NBO) charges for atoms 1 to 2, given in e:
1 O -0.49
2 C 0.40

---

5.
A single C5H4S3 molecule at a distorted geometry. Source: the OMol25 dataset; level of theory: wB97M-V/def2-TZVPD.

Element x y z (Å)
S 3.18 -1.57 -0.06
C 2.30 -0.23 -0.20
C 0.80 -0.40 0.19
C 0.13 0.80 0.04
C -1.44 0.66 0.24
C -1.62 -0.84 0.25
S -3.07 -1.57 -0.29
S -0.26 -1.74 0.39
H 2.87 0.75 -0.61
H 0.66 1.64 -0.57
H -1.92 1.19 -0.60
H -1.63 1.31 1.21

- Structure (SMILES): S=CC1=CCC(=S)S1

Here are the natural (NBO) charges for atoms 1 to 2, given in e:
1 S 0.07
2 C -0.33

---

6.
A single C5H4S3 molecule. Source: the OMol25 dataset; level of theory: wB97M-V/def2-TZVPD.

Element x y z (Å)
C -2.90 -1.21 1.18
C -2.21 -0.71 0.34
C -1.37 -0.10 -0.69
S -0.92 1.63 -0.32
C 0.45 1.13 0.75
C 1.21 -0.02 0.12
S 2.77 -0.34 0.39
S 0.21 -1.02 -0.90
H -3.52 -1.67 1.94
H -1.88 -0.11 -1.63
H 0.11 0.83 1.73
H 1.11 1.99 0.91

- Structure (SMILES): C#C[C@H]1SCC(=S)S1

Here are the natural (NBO) charges for atoms 1 to 2, given in e:
1 C -0.20
2 C -0.05

---

So what do the calculations give for LUMO level? Going down the list: 0.24 -0.92 0.51 -2.34 -0.97 -0.37 eV.
So what do the calculations give for energy relative to the best compared isomer or geometry (same formula, charge and spin)? Going down the list: 59.2 42.0 124.4 35.4 54.4 32.9 kcal/mol.